Record 1
# C5H11O2

A 2-piece molecular cluster, C5H11O2 overall (ωB97M-V with the def2-TZVPD basis set, OMol25).

Calculated values
total charge	-1
energy relative to the best compared isomer or geometry (same formula, charge and spin)	1.058	eV

Each line ends with the Löwdin charge.
Positions of all 18 atoms, in Å:
O1 -0.677 -0.889 -4.212  -0.14
O2 -1.247 -2.202 -2.472  -0.10
C1 -1.177 -1.115 -3.066  -0.80
C2 -1.602 0.158 -2.265  -0.07
C3 0.063 1.351 1.531  -0.12
C4 1.979 -0.501 1.759  -0.14
C5 0.510 -0.134 1.688  -0.31
H1 -0.901 0.963 -2.107  0.04
H2 2.271 -1.089 2.622  0.05
H3 2.367 -1.009 0.852  0.07
H4 0.004 -0.619 2.523  0.10
H5 -1.020 1.411 1.430  0.06
H6 0.116 -0.482 0.725  0.09
H7 -1.801 -0.232 -1.266  0.03
H8 -2.538 0.556 -2.682  0.05
H9 0.630 1.825 0.742  0.07
H10 2.792 0.244 1.653  0.06
H11 0.230 1.764 2.544  0.06

---

Record 2
# C7H10Cl10F18NO4P2S2V

C7H10Cl10F18NO4P2S2V as an isolated structure (ωB97M-V with the def2-TZVPD basis set, OMol25).

Calculated values
energy	-9451.23259	hartree
⟨S²⟩	6.006
2S+1	5

Each line ends with the Löwdin charge.
Positions of all 55 atoms, in Å:
V1 -3.000 0.379 -0.408  1.06
Cl1 1.428 -6.845 -1.358  0.49
Cl2 3.612 -0.115 -3.550  0.55
Cl3 3.800 0.295 0.411  0.58
Cl4 2.944 0.057 5.384  0.62
Cl5 5.713 -1.993 0.457  0.61
Cl6 3.282 3.348 2.300  0.50
Cl7 4.553 -1.968 3.811  0.73
Cl8 2.411 4.846 -0.128  0.51
Cl9 3.910 2.606 -4.636  0.49
Cl10 -1.062 -5.574 -1.980  0.53
S1 -1.764 -0.614 2.076  0.76
S2 -0.206 -1.671 0.325  0.65
P1 -6.026 0.083 -0.425  0.24
P2 -2.201 2.908 -1.654  0.23
F1 -0.658 3.492 -1.776  -0.15
F2 0.570 0.663 2.333  0.09
F3 -2.047 2.377 -0.107  -0.18
F4 -6.858 -1.020 -1.272  -0.13
F5 -1.118 1.938 2.567  0.18
F6 0.154 -1.158 -2.261  0.17
F7 1.960 -1.869 -1.307  0.10
F8 -5.111 0.466 -1.728  -0.19
F9 -6.873 -0.355 0.866  -0.12
F10 -4.805 -0.932 -0.088  -0.19
F11 1.212 0.205 -0.979  0.08
F12 -0.572 0.548 4.208  0.15
F13 -5.141 1.226 0.340  -0.18
F14 -3.715 2.307 -1.540  -0.19
F15 -1.812 1.385 -2.119  -0.18
F16 -2.771 4.336 -1.232  -0.11
F17 -7.182 1.248 -0.799  -0.17
F18 -2.558 3.295 -3.169  -0.12
O1 -1.599 -1.811 2.843  -0.23
O2 -3.132 -0.036 1.928  -0.33
O3 0.734 -1.725 1.484  -0.34
O4 -0.766 -2.980 -0.041  -0.30
N1 -1.350 -0.590 0.393  -0.38
C1 0.364 -5.473 -0.960  -1.04
C2 2.944 -1.201 4.102  -0.88
C3 0.879 -1.074 -1.175  -0.66
C4 2.822 1.489 -3.705  -0.92
C5 4.863 -0.751 -0.623  -0.87
C6 -0.639 0.757 2.882  -0.62
C7 1.985 3.666 1.148  -1.03
H1 5.597 -0.148 -1.157  0.04
H2 2.248 -2.001 4.354  0.07
H3 1.929 1.329 -4.310  0.03
H4 2.614 1.929 -2.730  0.02
H5 1.705 2.748 0.632  0.00
H6 4.190 -1.289 -1.290  -0.04
H7 0.891 -4.552 -1.211  0.00
H8 -0.020 -5.528 0.058  0.03
H9 2.523 -0.813 3.174  0.02
H10 1.151 4.164 1.643  0.03

---

Record 3
# C19H17BrN5O2Pd

C19H17BrN5O2Pd as an isolated structure (ωB97M-V with the def2-TZVPD basis set, OMol25).

Calculated values
⟨S²⟩	2.006
total charge	+1
2S+1	3
energy relative to the best compared isomer or geometry (same formula, charge and spin)	0.000	eV

Each line ends with the Löwdin charge.
Positions of all 45 atoms, in Å:
Pd1 0.370 0.547 -1.066  0.92
Br1 2.935 0.579 -1.745  0.87
O1 0.949 1.181 1.115  -0.06
O2 1.143 -2.933 -0.577  0.03
N1 -1.742 0.827 -0.663  0.01
N2 -0.658 -1.296 -2.103  0.04
N3 0.916 -0.937 0.436  0.07
N4 2.254 -2.581 1.393  -0.05
N5 1.117 2.643 -1.770  -0.04
C1 3.164 3.267 -0.684  -0.07
C2 2.050 -0.466 2.462  0.02
C3 -2.180 1.835 0.053  -0.10
C4 2.929 -3.857 1.283  0.00
C5 -3.583 -0.525 0.129  -0.14
C6 2.637 4.522 -0.407  -0.02
C7 1.279 -0.010 1.348  -0.53
C8 -2.404 -0.359 -0.649  -0.16
C9 -2.557 -2.662 -1.344  0.01
C10 1.409 -2.188 0.357  -0.52
C11 -4.230 -1.776 0.144  -0.01
C12 -3.721 -2.821 -0.578  -0.05
C13 -4.022 0.574 0.897  0.02
C14 2.351 2.375 -1.349  -0.70
C15 2.525 -1.733 2.409  -0.04
C16 0.633 3.861 -1.532  -0.12
C17 -1.894 -1.456 -1.389  -0.23
C18 1.354 4.822 -0.838  -0.03
C19 -3.322 1.751 0.862  -0.02
H1 -3.628 2.602 1.451  0.11
H2 -5.106 -1.896 0.764  0.12
H3 -2.156 -3.508 -1.881  0.13
H4 3.214 -4.223 2.269  0.10
H5 0.009 -2.022 -1.761  0.06
H6 2.260 -4.567 0.799  0.10
H7 3.178 -2.118 3.177  0.14
H8 -0.353 4.064 -1.931  0.12
H9 3.224 5.249 0.136  0.12
H10 2.268 0.208 3.269  0.11
H11 3.824 -3.752 0.666  0.11
H12 0.908 5.779 -0.627  0.11
H13 -4.900 0.455 1.517  0.13
H14 4.159 2.992 -0.380  0.11
H15 -4.202 -3.787 -0.546  0.11
H16 -1.615 2.759 -0.009  0.11
H17 -0.786 -1.418 -3.106  0.11

---

Record 4
# C5H6N2

C5H6N2 as an isolated structure (ωB97M-V with the def2-TZVPD basis set, OMol25).

Calculated values
energy relative to the best compared isomer or geometry (same formula, charge and spin)	1.968	eV

Each line ends with the Löwdin charge.
Positions of all 13 atoms, in Å:
N1 -1.290 0.418 -1.031  0.12
N2 0.673 0.621 0.103  -0.03
C1 0.787 -0.819 0.544  -0.11
C2 0.655 -1.274 -0.925  -0.05
C3 -0.254 1.447 0.732  -0.10
C4 -0.044 0.063 -0.967  -0.36
C5 -1.413 1.320 0.032  -0.13
H1 1.659 -1.063 1.155  0.11
H2 1.613 -1.319 -1.447  0.11
H3 0.043 -2.154 -1.118  0.11
H4 -0.006 1.973 1.642  0.11
H5 -2.371 1.768 0.254  0.09
H6 -0.162 -1.003 1.077  0.13

---

Record 5
# C11H16N4O5

C11H16N4O5 as an isolated structure (ωB97M-V with the def2-TZVPD basis set, OMol25).

Calculated values
energy relative to the best compared isomer or geometry (same formula, charge and spin)	9.433	eV

Each line ends with the Löwdin charge.
Positions of all 36 atoms, in Å:
O1 -4.780 -0.480 -0.259  0.09
O2 3.722 -1.509 0.356  0.00
O3 -5.191 1.645 -1.126  0.10
O4 3.207 -2.368 -1.770  -0.09
O5 -0.828 -0.517 2.592  0.05
N1 1.714 2.135 0.105  0.06
N2 -2.815 -1.636 0.897  -0.01
N3 3.770 2.310 0.368  0.00
N4 0.749 -1.126 1.008  0.12
C1 2.231 1.094 -0.504  -0.31
C2 2.694 2.950 0.658  -0.16
C3 -0.538 -0.824 1.442  -0.46
C4 -1.747 -0.964 0.424  -0.38
C5 -4.472 0.726 -0.836  -0.51
C6 -2.333 0.501 0.390  -0.12
C7 1.157 -1.291 -0.427  -0.20
C8 -2.912 0.902 -1.111  -0.05
C9 3.576 1.075 -0.236  -0.07
C10 2.782 -1.642 -0.575  -0.29
C11 1.225 -0.003 -1.252  -0.07
H1 4.420 0.428 -0.316  0.10
H2 2.477 3.801 1.349  0.14
H3 0.590 -1.985 -0.971  0.10
H4 1.962 -0.175 -2.022  0.08
H5 -2.901 1.961 -1.493  0.12
H6 -3.218 -1.394 1.901  0.19
H7 4.843 2.485 0.558  0.21
H8 1.236 -0.781 1.907  0.20
H9 -1.322 -1.345 -0.633  0.17
H10 2.472 -3.211 -2.403  0.31
H11 0.243 0.641 -1.746  0.19
H12 -4.055 -0.919 0.040  -0.06
H13 -3.268 0.705 1.022  0.13
H14 -1.429 1.289 0.849  0.18
H15 -2.429 0.092 -1.753  0.10
H16 -2.553 -2.673 0.899  0.15

---

Record 6
# C4H8N2O2

A single C4H8N2O2 molecule (ωB97M-V with the def2-TZVPD basis set, OMol25).

Calculated values
SMILES string	O=CNN1C[C@H]1CO
energy relative to the best compared isomer or geometry (same formula, charge and spin)	3.314	eV

Each line ends with the Löwdin charge.
Positions of all 16 atoms, in Å:
O1 -1.484 -0.864 1.064  0.03
O2 0.417 1.283 1.908  -0.04
N1 -0.629 -1.244 -1.023  0.02
N2 -0.181 0.129 -1.023  -0.03
C1 1.023 0.315 -0.161  -0.25
C2 1.043 1.539 0.687  -0.24
C3 -1.411 -1.533 0.051  -0.34
C4 1.134 0.262 -1.622  -0.10
H1 0.592 2.389 0.120  0.13
H2 -1.977 -2.510 -0.118  0.14
H3 2.046 1.832 0.943  0.12
H4 -1.083 -1.553 -1.883  0.14
H5 1.550 -0.630 -2.056  0.10
H6 1.386 -0.576 0.311  0.15
H7 -0.373 0.800 1.656  0.05
H8 1.326 1.208 -2.162  0.12

---

Record 7
# C4N2

A single C4N2 molecule (ωB97M-V with the def2-TZVPD basis set, OMol25).

Calculated values
energy relative to the best compared isomer or geometry (same formula, charge and spin)	4.571	eV

Each line ends with the Löwdin charge.
Positions of all 6 atoms, in Å:
N1 1.280 -0.862 -0.200  0.20
N2 -2.312 -0.488 -0.525  0.19
C1 0.039 0.089 0.351  -0.36
C2 1.602 0.302 -0.310  -0.05
C3 -1.250 -0.230 -0.142  -0.17
C4 0.659 1.181 0.822  0.19

---

How do the records compare in maximum force? In the order shown, they have 0.0550; 0.1036; 0.0258; 0.0130; 0.1656; 0.0286; 0.0241 hartree/bohr.